Here is a molecular structure, C27H34Br2ClGe2MnN2 from the Open Molecules 2025 dataset. Energies are from ωB97M-V with the def2-TZVPD basis set.

Each line ends with the Löwdin charge.
Atoms and positions in Å:
Br1 -1.80 -7.79 -0.65  0.85
Br2 -7.19 -2.20 -1.04  0.85
Ge1 1.88 -0.45 0.00  0.84
Ge2 0.06 1.39 0.02  0.90
Mn1 -0.68 -1.28 0.78  0.68
Cl1 -0.60 -3.23 3.24  0.43
N1 -0.86 -3.31 -0.04  0.02
N2 -2.75 -1.40 0.00  0.04
C1 -1.79 2.60 -2.03  -0.16
C2 -0.11 -5.57 -0.13  -0.06
C3 2.10 3.70 -0.18  -0.24
C4 -2.11 -3.70 -0.29  -0.18
C5 3.41 -1.51 -2.25  -0.16
C6 -1.41 -5.98 -0.40  -0.66
C7 1.32 5.96 -0.59  -0.07
C8 -0.97 1.36 -1.66  -0.36
C9 -0.94 1.85 1.66  -0.36
C10 1.99 -1.46 -1.69  -0.36
C11 3.61 5.58 0.00  -0.07
C12 2.75 1.28 -0.16  -0.21
C13 -1.39 3.31 1.77  -0.15
C14 3.88 -1.88 1.56  -0.15
C15 2.59 6.46 -0.34  -0.07
C16 -3.16 -2.64 -0.31  -0.17
C17 1.83 2.25 -0.12  -0.34
C18 -4.48 -2.90 -0.64  -0.03
C19 2.42 -1.44 1.61  -0.38
C20 -0.87 -1.47 2.87  -0.70
C21 -3.65 -0.41 0.02  -0.10
C22 1.08 4.60 -0.51  -0.06
C23 -5.39 -1.87 -0.62  -0.66
C24 -4.98 -0.59 -0.28  -0.07
C25 3.37 4.22 0.08  -0.03
C26 0.11 -4.22 0.05  -0.13
C27 -2.42 -5.04 -0.48  -0.03
H1 -1.94 3.47 2.69  0.08
H2 4.55 -1.04 1.40  0.07
H3 1.10 -3.86 0.29  0.11
H4 3.43 -2.01 -3.22  0.07
H5 3.81 1.48 -0.28  0.07
H6 2.25 -0.75 2.45  0.07
H7 -0.27 1.60 2.49  0.07
H8 -1.80 1.18 1.75  0.03
H9 -2.03 3.60 0.94  0.06
H10 -0.24 1.13 -2.44  0.06
H11 4.60 5.96 0.21  0.11
H12 4.09 -2.05 -1.59  0.06
H13 0.08 4.22 -0.70  0.07
H14 1.32 -0.96 -2.39  0.05
H15 -1.63 0.49 -1.60  0.03
H16 4.06 -2.61 0.77  0.06
H17 3.81 -0.51 -2.39  0.07
H18 -1.86 -1.23 3.26  -0.02
H19 0.70 -6.28 -0.05  0.12
H20 -3.43 -5.36 -0.67  0.11
H21 -4.80 -3.90 -0.90  0.11
H22 -2.35 2.42 -2.95  0.08
H23 -3.28 0.58 0.29  0.11
H24 -0.53 3.98 1.78  0.07
H25 -5.68 0.24 -0.25  0.12
H26 -2.51 2.87 -1.26  0.06
H27 -0.15 -0.93 3.48  -0.02
H28 2.78 7.52 -0.39  0.11
H29 1.59 -2.47 -1.55  0.03
H30 1.76 -2.29 1.79  0.01
H31 4.17 -2.35 2.50  0.08
H32 -1.15 3.46 -2.21  0.06
H33 4.17 3.55 0.36  0.11
H34 0.51 6.64 -0.85  0.11

- Relative energy (zero: lowest compared OMol25 entry of this formula, charge and spin): 11.8 kcal per mole
- Spin multiplicity: 6
- HOMO energy (spin up / spin down): -10.51 / -10.99 eV
- HOMO-LUMO gap (spin up / spin down): 6.8466 / 7.1813 eV
- Total charge: +1


Here is 7 unconnected molecules or ions with the total composition H14O7 at a distorted geometry from the Open Molecules 2025 dataset. Energies are from ωB97M-V with the def2-TZVPD basis set.

Each line ends with the Löwdin charge.
Atoms and positions in Å:
O1 2.14 3.94 -0.29  -0.05
O2 -0.11 0.02 -1.05  -0.07
O3 3.33 -0.04 1.83  -0.09
O4 -3.81 -0.01 1.48  -0.04
O5 -4.03 0.68 -0.68  -0.12
O6 0.08 -2.60 0.11  -0.03
O7 2.98 -1.64 -0.99  -0.05
H1 -4.88 1.16 -0.78  0.05
H2 2.94 0.83 1.79  0.01
H3 2.43 3.02 -0.21  0.03
H4 -0.77 -3.03 0.31  0.06
H5 2.68 -2.34 -1.51  -0.01
H6 0.63 0.43 -1.45  -0.01
H7 -3.62 -0.42 2.27  -0.01
H8 1.23 3.87 -0.08  0.01
H9 -3.98 0.36 -1.64  0.08
H10 2.22 -1.69 -0.37  0.02
H11 -0.80 -0.08 -1.78  0.08
H12 0.62 -3.26 -0.21  -0.02
H13 -3.58 0.89 1.73  0.04
H14 4.30 -0.08 1.51  0.09

- Relative energy (zero: lowest compared OMol25 entry of this formula, charge and spin): 81.6 kcal per mole
- HOMO energy: -10.98 eV
- HOMO-LUMO gap: 11.3670 eV
- SMILES: O.O.O.O.O.O.O


Here is 5 unconnected molecules or ions with the total composition C2H14O5 at a distorted geometry from the Open Molecules 2025 dataset. Energies are from ωB97M-V with the def2-TZVPD basis set.

Each line ends with the Löwdin charge.
Atoms and positions in Å:
O1 -2.49 0.61 -1.17  -0.05
O2 0.01 1.82 -1.60  -0.06
O3 1.22 1.84 1.07  -0.07
O4 -2.29 0.39 1.79  -0.06
O5 0.75 -1.05 0.74  -0.08
C1 1.20 -1.65 -0.47  -0.32
C2 2.24 -2.70 -0.22  -0.10
H1 3.19 -2.26 0.10  0.07
H2 -3.13 0.24 -1.78  0.05
H3 1.55 -0.92 -1.19  0.11
H4 -0.84 1.36 -1.64  0.00
H5 1.23 -0.23 0.86  0.03
H6 0.87 1.89 0.16  0.00
H7 0.95 2.67 1.50  0.06
H8 -2.81 0.31 -0.30  0.03
H9 -1.43 0.45 1.37  0.01
H10 -2.14 -0.30 2.47  0.06
H11 2.51 -3.25 -1.11  0.07
H12 1.96 -3.39 0.58  0.07
H13 0.32 -2.16 -0.89  0.11
H14 0.03 2.34 -2.41  0.05

- Relative energy (zero: lowest compared OMol25 entry of this formula, charge and spin): 5.0 kcal per mole
- HOMO energy: -10.02 eV
- HOMO-LUMO gap: 10.5889 eV
- SMILES: CCO.O.O.O.O


Here is 11 unconnected molecules or ions with the total composition C42H64O32 at a distorted geometry from the Open Molecules 2025 dataset. Energies are from ωB97M-V with the def2-TZVPD basis set.

Each line ends with the Löwdin charge.
Atoms and positions in Å:
O1 -1.03 -4.46 -11.27  0.16
O2 -10.44 -10.94 -5.08  0.13
O3 -9.83 -8.84 -15.52  0.17
O4 -6.34 -6.57 -8.06  -0.31
O5 -2.46 -4.57 -9.52  0.08
O6 -8.11 -12.26 -11.89  0.08
O7 -13.59 -5.64 -6.24  0.08
O8 -8.77 -11.53 -6.47  0.11
O9 -13.01 -10.48 -8.53  0.09
O10 -13.75 -12.16 -9.80  0.14
O11 -9.97 -8.76 -1.80  0.15
O12 -11.69 -11.26 -10.10  0.07
O13 -9.20 -7.44 -9.27  -0.30
O14 -2.12 -7.11 -7.45  0.06
O15 -9.32 -7.01 -3.06  0.09
O16 -1.90 -8.41 -9.23  0.10
O17 -0.30 -6.91 -8.75  0.16
O18 -10.34 -6.71 -15.11  0.06
O19 -12.76 -4.08 -4.88  0.14
O20 -11.51 -4.94 -6.51  0.05
O21 -4.59 -2.44 -3.37  0.14
O22 -11.23 -8.03 -3.50  0.08
O23 -5.05 -3.57 -5.26  0.07
O24 -3.25 -4.31 -11.58  0.07
O25 -10.98 -8.23 -13.64  0.07
O26 -8.70 -9.57 -5.45  0.06
O27 -7.24 -3.22 -14.05  0.15
O28 -7.59 -4.36 -12.15  0.05
O29 -9.87 -12.98 -13.13  0.16
O30 -4.46 -4.69 -3.44  0.08
O31 -7.44 -5.47 -14.06  0.08
O32 -9.30 -10.82 -13.03  0.08
C1 -5.07 -4.94 -5.64  -0.10
C2 -3.17 -8.04 -7.33  -0.11
C3 -3.21 -8.69 -8.70  -0.30
C4 -4.70 -3.46 -3.98  -0.57
C5 -11.43 -9.73 -6.94  -0.01
C6 -3.87 -4.37 -9.38  -0.31
C7 -11.77 -6.91 -11.83  -0.01
C8 -11.05 -7.12 -4.57  -0.08
C9 -5.45 -6.84 -4.12  -0.02
C10 -6.74 -7.76 -8.63  -0.44
C11 -13.11 -6.42 -7.36  -0.28
C12 -12.91 -11.36 -9.53  -0.58
C13 -4.53 -5.71 -4.47  -0.30
C14 -4.13 -3.10 -8.57  -0.01
C15 -6.10 -7.22 -13.14  -0.01
C16 -7.42 -4.25 -13.49  -0.56
C17 -3.62 -10.15 -8.76  -0.02
C18 -10.14 -8.00 -2.70  -0.58
C19 -7.43 -6.49 -13.09  -0.32
C20 -7.66 -5.75 -11.78  -0.07
C21 -8.92 -5.88 -5.12  0.00
C22 -10.85 -10.39 -9.34  -0.06
C23 -14.06 -6.26 -8.53  -0.01
C24 -12.63 -4.81 -5.82  -0.63
C25 -6.18 -10.87 -11.40  -0.02
C26 -11.82 -9.69 -8.40  -0.25
C27 -7.58 -10.89 -6.96  -0.25
C28 -9.42 -10.68 -5.64  -0.61
C29 -11.68 -5.88 -7.57  -0.06
C30 -11.75 -7.07 -13.37  -0.29
C31 -1.34 -7.44 -8.51  -0.59
C32 -9.94 -6.18 -4.05  -0.26
C33 -10.35 -8.02 -14.83  -0.56
C34 -7.70 -10.71 -8.46  -0.10
C35 -10.98 -5.94 -14.13  -0.09
C36 -8.40 -10.01 -12.32  -0.09
C37 -7.43 -9.63 -6.08  -0.08
C38 -9.14 -12.11 -12.77  -0.56
C39 -8.23 -8.20 -8.67  -0.43
C40 -7.70 -10.98 -11.36  -0.29
C41 -2.13 -4.47 -10.83  -0.56
C42 -4.41 -4.49 -10.79  -0.09
H1 -5.88 -7.71 -14.09  0.09
H2 -3.49 -3.08 -7.69  0.08
H3 -12.01 -7.84 -11.32  0.08
H4 -5.66 -11.71 -10.93  0.09
H5 -4.47 -4.97 -6.55  0.11
H6 -10.31 -5.43 -13.43  0.12
H7 -4.83 -5.49 -10.93  0.11
H8 -5.00 -7.57 -3.44  0.08
H9 -12.20 -9.35 -6.27  0.10
H10 -5.91 -10.03 -10.74  0.06
H11 -10.57 -9.08 -6.76  0.08
H12 -5.75 -7.37 -5.02  0.07
H13 -6.71 -11.54 -6.81  0.14
H14 -7.71 -9.43 -12.93  0.11
H15 -12.51 -6.16 -11.56  0.08
H16 -12.75 -7.17 -13.81  0.15
H17 -3.01 -10.82 -8.14  0.09
H18 -3.48 -10.54 -9.77  0.08
H19 -7.32 -8.71 -6.66  0.08
H20 -3.52 -6.12 -4.59  0.15
H21 -13.03 -7.46 -7.02  0.12
H22 -8.51 -8.44 -7.61  0.08
H23 -5.14 -3.10 -8.17  0.09
H24 -11.52 -5.48 -8.57  0.14
H25 -11.55 -5.15 -14.61  0.13
H26 -8.26 -7.20 -13.10  0.13
H27 -6.96 -5.99 -10.98  0.11
H28 -8.27 -9.23 -9.11  0.00
H29 -10.94 -6.67 -7.42  0.10
H30 -8.99 -9.35 -11.69  0.12
H31 -6.11 -5.24 -5.79  0.11
H32 -11.10 -10.70 -6.57  0.07
H33 -3.90 -8.11 -9.32  0.14
H34 -8.09 -11.59 -8.96  0.10
H35 -5.18 -3.76 -11.02  0.14
H36 -10.03 -10.96 -8.90  0.12
H37 -5.77 -10.65 -12.38  0.09
H38 -4.12 -7.50 -7.22  0.11
H39 -8.64 -5.83 -11.31  0.11
H40 -11.93 -6.55 -4.84  0.11
H41 -4.62 -10.37 -8.40  0.06
H42 -8.07 -5.26 -4.84  0.08
H43 -4.33 -5.18 -8.80  0.12
H44 -8.09 -10.89 -10.34  0.08
H45 -12.05 -8.70 -8.79  0.13
H46 -6.32 -7.80 -9.67  0.08
H47 -6.17 -8.61 -8.16  0.06
H48 -6.65 -9.82 -5.34  0.13
H49 -10.42 -9.66 -10.03  0.11
H50 -8.57 -6.76 -5.67  0.09
H51 -3.04 -8.71 -6.47  0.14
H52 -9.43 -5.28 -5.88  0.09
H53 -13.48 -6.40 -9.45  0.06
H54 -6.15 -8.00 -12.38  0.06
H55 -10.34 -5.27 -3.61  0.16
H56 -5.25 -6.59 -12.85  0.08
H57 -6.73 -10.38 -8.84  0.07
H58 -14.43 -5.24 -8.62  0.09
H59 -10.76 -6.67 -11.49  0.07
H60 -14.87 -6.97 -8.44  0.09
H61 -4.00 -2.24 -9.22  0.09
H62 -8.43 -9.91 -8.64  -0.02
H63 -6.38 -6.48 -3.67  0.08
H64 -10.67 -7.65 -5.44  0.10

- Relative energy (zero: lowest compared OMol25 entry of this formula, charge and spin): 111.7 kcal per mole
- HOMO energy: -2.23 eV
- HOMO-LUMO gap: 5.7399 eV
- Total charge: -2


Here is 2 unconnected molecules or ions with the total composition C4H6F2S at a distorted geometry from the Open Molecules 2025 dataset. Energies are from ωB97M-V with the def2-TZVPD basis set.

Each line ends with the Löwdin charge.
Atoms and positions in Å:
S1 -1.77 0.57 0.80  0.85
F1 0.37 2.04 1.55  -0.09
F2 -0.93 1.54 3.18  -0.08
C1 0.45 -0.91 -1.53  -0.24
C2 1.39 -0.04 -0.86  -0.12
C3 -0.23 0.98 2.17  -0.47
C4 -0.27 -1.70 -2.08  0.11
H1 -2.09 -0.56 1.45  -0.08
H2 1.46 -0.29 0.20  0.08
H3 2.38 -0.16 -1.31  0.09
H4 1.09 1.00 -0.95  0.08
H5 -0.90 -2.38 -2.57  0.02
H6 -0.95 -0.08 -0.05  -0.14

- Relative energy (zero: lowest compared OMol25 entry of this formula, charge and spin): 101.1 kcal per mole
- HOMO energy: -8.32 eV
- HOMO-LUMO gap: 8.8966 eV


Here is a single C6H8S molecule at a distorted geometry from the Open Molecules 2025 dataset. Energies are from ωB97M-V with the def2-TZVPD basis set.

Each line ends with the Löwdin charge.
Atoms and positions in Å:
S1 0.29 -2.29 -1.53  0.90
C1 0.13 -0.57 -1.11  -0.69
C2 -0.62 0.73 0.99  -0.14
C3 0.94 0.67 -1.01  -0.17
C4 -0.67 -0.76 0.99  -0.27
C5 -0.01 1.55 0.01  -0.03
C6 0.23 -1.44 0.06  -0.59
H1 -0.25 2.71 -0.06  0.13
H2 -1.78 -1.01 1.03  0.14
H3 1.93 0.47 -0.57  0.10
H4 1.23 -1.15 0.47  0.12
H5 -0.96 -0.22 -1.31  0.14
H6 -1.31 0.99 1.76  0.08
H7 1.16 1.34 -1.88  0.11
H8 -0.33 -1.02 2.16  0.17

- Relative energy (zero: lowest compared OMol25 entry of this formula, charge and spin): 83.7 kcal per mole
- HOMO energy: -8.99 eV
- HOMO-LUMO gap: 9.9749 eV
- SMILES: C1=CC[C@H]2S[C@@H]2C1